(1)
{
  "formula": "C45H89As3ClN8O6P2PbS",
  "method": "the ωB97M-V functional and the def2-TZVPD basis",
  "symbols": ["Pb", "C", "As", "C", "C", "C", "C", "C", "As", "C", "C", "C", "As", "C", "C", "H", "H", "H", "H", "H", "H", "H", "H", "H", "H", "H", "H", "H", "H", "H", "H", "H", "H", "H", "H", "H", "H", "H", "H", "H", "H", "H", "C", "C", "C", "C", "P", "N", "C", "C", "C", "C", "C", "C", "C", "C", "H", "H", "H", "H", "H", "H", "H", "H", "H", "H", "H", "H", "H", "H", "H", "H", "H", "H", "H", "H", "H", "H", "H", "H", "H", "H", "H", "S", "O", "C", "O", "C", "N", "C", "C", "C", "H", "H", "H", "H", "H", "H", "H", "H", "H", "O", "N", "C", "C", "N", "C", "N", "Cl", "C", "C", "O", "O", "H", "H", "O", "P", "N", "C", "C", "C", "C", "N", "C", "C", "C", "C", "N", "C", "C", "C", "C", "H", "H", "H", "H", "H", "H", "H", "H", "H", "H", "H", "H", "H", "H", "H", "H", "H", "H", "H", "H", "H", "H", "H", "H"],
  "coordinates": [[-0.68378, 0.49992, 0.92673], [1.28141, -2.67724, 4.07049], [1.83523, -2.19882, 2.21582], [3.76627, -2.03290, 2.60422], [1.80975, -4.15943, 1.71932], [2.39983, -4.77111, 0.45120], [3.83797, -4.29763, 0.23251], [1.58995, -4.43028, -0.79955], [1.20469, -2.49623, -1.19634], [2.87094, -2.03092, -2.14214], [0.24828, -2.97613, -2.86058], [2.46101, -6.30649, 0.63135], [1.00346, -7.51173, 1.30140], [0.70756, -6.92633, 3.17076], [-0.67619, -6.76880, 0.58228], [2.14508, -2.72122, 4.73391], [0.77451, -3.64143, 4.08921], [0.58923, -1.93379, 4.45547], [4.19417, -2.97171, 2.95569], [3.90189, -1.27425, 3.37007], [4.31051, -1.70334, 1.72139], [0.74000, -4.39632, 1.73366], [2.27596, -4.66953, 2.56987], [3.83404, -3.22659, 0.04758], [4.27822, -4.80433, -0.62793], [4.45726, -4.50514, 1.10357], [0.60687, -4.90189, -0.73200], [2.09117, -4.87022, -1.67110], [3.31453, -2.90899, -2.61295], [3.59696, -1.57509, -1.47298], [2.62507, -1.30055, -2.91108], [0.89856, -3.52267, -3.54500], [-0.09176, -2.06889, -3.35678], [-0.62339, -3.59021, -2.64449], [3.28783, -6.53753, 1.31845], [2.75135, -6.75362, -0.32990], [1.65143, -6.80526, 3.69915], [0.13721, -7.69918, 3.68889], [0.14654, -5.99810, 3.23229], [-0.70994, -6.85637, -0.50236], [-0.81209, -5.72866, 0.86148], [-1.50750, -7.34417, 0.99044], [-5.29891, -3.63709, -0.24695], [-3.91661, -2.99298, -0.22149], [-3.44356, -2.72576, -1.65233], [-2.92671, -4.00090, 0.35766], [-3.67887, -1.32394, 0.75563], [-2.37807, -0.67675, 0.27056], [-3.72494, -1.73675, 2.65350], [-2.32976, -2.22195, 3.05242], [-4.78347, -2.73062, 3.12575], [-3.92338, -0.41691, 3.39457], [-5.23307, -0.21447, 0.36826], [-5.37201, -0.21827, -1.15488], [-6.57665, -0.58254, 0.99181], [-4.87368, 1.22026, 0.75557], [-5.24209, -4.55753, -0.83248], [-6.04009, -2.99820, -0.71598], [-5.64375, -3.89303, 0.74999], [-3.14339, -3.66056, -2.13212], [-2.58342, -2.05576, -1.61322], [-4.21541, -2.27833, -2.27000], [-2.88646, -4.88644, -0.28047], [-3.21905, -4.33263, 1.34960], [-1.93526, -3.54711, 0.38686], [-2.01983, -3.11633, 2.52628], [-2.30988, -2.43987, 4.12174], [-1.59184, -1.44476, 2.84922], [-4.56375, -3.74702, 2.80973], [-5.77064, -2.46065, 2.76418], [-4.81352, -2.72325, 4.21729], [-3.31579, 0.35252, 2.92676], [-3.59895, -0.51900, 4.43110], [-4.96172, -0.09791, 3.40917], [-5.83448, -1.13129, -1.52157], [-4.38711, -0.10197, -1.60087], [-5.99634, 0.61699, -1.47968], [-6.88112, -1.59469, 0.74270], [-7.33500, 0.10198, 0.60606], [-6.56239, -0.47882, 2.07231], [-3.86038, 1.45093, 0.43628], [-4.93038, 1.39328, 1.82376], [-5.55869, 1.92089, 0.27201], [0.38550, 0.27588, -1.69078], [-3.02678, 3.13600, 4.38682], [-2.13392, 2.79943, 3.46972], [-2.43204, 2.27993, 2.42177], [-0.70715, 3.13478, 3.88946], [-0.77575, 3.81797, 5.18220], [-0.39840, 5.22038, 4.98906], [-0.48909, 5.46317, 3.47851], [-0.06832, 4.11257, 2.90105], [-0.17198, 2.17640, 3.92516], [-0.17098, 3.36006, 5.86520], [-2.45365, 3.54114, 5.11125], [0.62334, 5.41294, 5.33874], [-1.08100, 5.85936, 5.56019], [0.16147, 6.27829, 3.16566], [-1.51679, 5.69519, 3.18601], [1.01791, 4.01150, 2.90614], [-0.43413, 3.93509, 1.89453], [0.50154, 0.34519, 3.58878], [1.77680, 0.26313, 3.60965], [2.44473, 0.92201, 4.54644], [3.84839, 0.89154, 4.60115], [4.99318, 0.92786, 4.72456], [1.85481, 1.68276, 5.57018], [1.31090, 2.26887, 6.40368], [-1.15494, 2.71266, -0.38956], [1.66416, 3.03187, -1.53216], [1.77747, 1.94300, -0.57738], [1.73992, 2.00524, 0.63077], [1.92102, 0.70668, -1.21453], [1.93763, 3.98076, -1.08090], [2.29246, 2.78729, -2.38453], [0.03399, 1.44279, -2.68050], [-0.15755, 3.28137, -2.44916], [-0.28644, 4.93442, -1.90689], [-0.36707, 5.39776, -0.52109], [-0.16967, 6.91470, -0.56377], [-0.63939, 7.24671, -1.97171], [0.00162, 6.09100, -2.72960], [-1.73237, 3.06621, -3.12636], [-2.55703, 1.86323, -3.02431], [-4.00086, 2.34308, -3.17020], [-3.84428, 3.62508, -3.97358], [-2.58822, 4.21536, -3.34623], [0.52213, 3.65334, -3.97975], [0.08447, 2.90124, -5.15396], [1.24722, 2.94176, -6.15656], [2.44605, 3.35307, -5.30855], [1.77703, 4.29540, -4.30948], [0.37229, 4.91981, 0.12521], [-1.35652, 5.18095, -0.11154], [0.88426, 7.17817, -0.45857], [-0.72843, 7.41680, 0.22333], [-0.30641, 8.21970, -2.32919], [-1.72577, 7.18851, -2.03365], [1.08119, 6.29437, -2.78613], [-0.37208, 5.96560, -3.74183], [-2.40889, 1.33109, -2.08298], [-2.29943, 1.17478, -3.84000], [-4.41840, 2.57262, -2.19116], [-4.63312, 1.60447, -3.65985], [-4.70114, 4.29377, -3.90025], [-3.66919, 3.38883, -5.02476], [-2.84387, 4.71889, -2.40367], [-2.10915, 4.93814, -4.00863], [-0.81150, 3.35335, -5.59029], [-0.16171, 1.88042, -4.86532], [1.06332, 3.70354, -6.91654], [1.38704, 1.98443, -6.65443], [3.23532, 3.84350, -5.88131], [2.86334, 2.48644, -4.79457], [1.58940, 5.25270, -4.82360], [2.38885, 4.50811, -3.43526]],
  "lowdin_charge": [1.04, -0.30, 1.13, -0.32, -0.39, -0.68, -0.08, -0.35, 1.08, -0.33, -0.32, -0.38, 1.12, -0.36, -0.37, 0.03, 0.00, -0.01, 0.02, -0.02, 0.01, 0.04, 0.06, 0.04, 0.09, 0.08, 0.04, 0.08, 0.03, 0.01, 0.01, 0.02, 0.00, 0.00, 0.06, 0.06, 0.01, 0.01, 0.00, 0.02, -0.02, 0.02, -0.08, -0.58, -0.11, -0.12, 0.85, -0.44, -0.59, -0.11, -0.08, -0.09, -0.58, -0.11, -0.08, -0.10, 0.08, 0.05, 0.06, 0.08, 0.05, 0.06, 0.08, 0.06, 0.07, 0.05, 0.09, 0.03, 0.06, 0.06, 0.09, 0.04, 0.09, 0.07, 0.06, 0.06, 0.08, 0.06, 0.09, 0.06, 0.04, 0.06, 0.08, 0.75, 0.11, -0.49, -0.03, -0.24, -0.04, -0.19, -0.16, -0.12, 0.11, 0.05, 0.10, 0.11, 0.11, 0.11, 0.12, 0.13, 0.06, -0.30, -0.09, -0.32, -0.23, 0.14, -0.17, 0.16, 0.41, -0.11, -0.67, -0.01, -0.37, 0.09, 0.08, -0.68, 0.64, -0.25, -0.29, -0.17, -0.17, -0.25, -0.26, -0.24, -0.18, -0.17, -0.22, -0.22, -0.20, -0.17, -0.17, -0.24, 0.08, 0.07, 0.11, 0.10, 0.11, 0.11, 0.11, 0.10, 0.05, 0.11, 0.10, 0.11, 0.11, 0.11, 0.11, 0.10, 0.11, 0.10, 0.10, 0.10, 0.10, 0.11, 0.11, 0.10],
  "energy_ev": -302013.834,
  "e_above_lowest_kj_mol": 400.2,
  "lumo_ev": 2.30,
  "gap_ev": 7.4,
  "charge": -1
}

(2)
{
  "formula": "C45H91F3NO11",
  "method": "the ωB97M-V functional and the def2-TZVPD basis",
  "symbols": ["C", "C", "C", "C", "C", "C", "C", "C", "C", "N", "C", "C", "C", "C", "C", "C", "O", "C", "C", "O", "C", "F", "F", "F", "H", "H", "H", "H", "H", "H", "H", "H", "H", "H", "H", "H", "H", "H", "H", "H", "H", "H", "H", "H", "H", "H", "H", "H", "H", "H", "H", "H", "H", "H", "H", "H", "H", "H", "H", "H", "H", "C", "C", "O", "C", "H", "H", "H", "H", "H", "H", "C", "C", "O", "C", "H", "H", "H", "H", "H", "H", "C", "C", "O", "C", "H", "H", "H", "H", "H", "H", "C", "C", "O", "C", "H", "H", "H", "H", "H", "H", "C", "C", "O", "C", "H", "H", "H", "H", "H", "H", "C", "C", "O", "C", "H", "H", "H", "H", "H", "H", "C", "C", "O", "C", "H", "H", "H", "H", "H", "H", "C", "C", "O", "C", "H", "H", "H", "H", "H", "H", "C", "C", "O", "C", "H", "H", "H", "H", "H", "H"],
  "coordinates": [[1.81060, 3.87875, -1.22382], [2.43941, 3.11145, -2.38443], [3.48632, 2.08091, -1.95618], [2.95625, 1.02824, -0.96324], [3.23027, -0.42297, -1.38241], [2.24925, -1.41330, -0.75525], [0.77446, -1.16222, -1.12994], [0.59750, -0.72866, -2.57639], [-0.84945, -0.63532, -3.03640], [-1.68662, 0.23684, -2.13184], [-1.22647, 1.66722, -2.22644], [-1.93472, 2.64457, -1.28833], [-2.18166, 2.12958, 0.12959], [-0.93289, 1.88091, 0.99583], [-1.28198, 0.88586, 2.10740], [-0.47105, 0.95096, 3.40844], [0.41941, -0.13118, 3.58566], [1.52311, -0.06441, 2.71326], [-3.17841, 0.07011, -2.36945], [-3.64001, 1.10419, -3.19462], [-3.93459, 0.83559, -4.49419], [-3.00780, 0.05895, -5.07366], [-3.99907, 1.98572, -5.12928], [-5.09253, 0.19397, -4.60792], [1.17926, 3.24413, -0.59740], [1.19249, 4.70200, -1.58436], [2.58507, 4.29801, -0.57770], [1.65486, 2.61642, -2.97192], [2.90298, 3.83269, -3.06181], [4.31926, 2.62930, -1.50784], [3.87421, 1.58563, -2.84998], [3.41790, 1.18596, 0.01197], [1.88037, 1.17389, -0.82151], [3.22914, -0.52145, -2.47160], [4.24141, -0.68848, -1.06292], [2.49452, -2.43330, -1.05888], [2.35528, -1.35834, 0.32929], [0.21893, -2.08129, -0.95670], [0.37124, -0.42196, -0.42667], [1.10802, 0.21262, -2.77933], [1.06042, -1.47783, -3.22530], [-1.31443, -1.61569, -3.07436], [-0.89599, -0.18825, -4.02676], [-1.53206, -0.09163, -1.17008], [-0.15458, 1.66030, -2.03767], [-1.36612, 1.96562, -3.26435], [-2.88552, 2.93211, -1.73746], [-1.32922, 3.55158, -1.24382], [-2.79435, 1.22329, 0.11845], [-2.78544, 2.86735, 0.66059], [-0.09768, 1.50484, 0.39072], [-0.60331, 2.83851, 1.40487], [-1.25614, -0.13320, 1.71313], [-2.31954, 1.08769, 2.37762], [0.07888, 1.90207, 3.45548], [-1.14562, 0.90908, 4.26241], [2.07459, 0.87310, 2.83018], [1.20399, -0.14196, 1.66614], [2.18796, -0.89662, 2.93523], [-3.67076, 0.15151, -1.40989], [-3.36789, -0.91804, -2.78123], [-2.41210, 5.38744, -3.94866], [-2.74707, 6.08978, -2.65532], [-2.08974, 5.93118, -1.65044], [-3.94499, 7.00458, -2.67981], [-1.53030, 4.76258, -3.81167], [-3.25469, 4.77276, -4.27273], [-2.21896, 6.11269, -4.73775], [-4.83847, 6.44359, -2.96049], [-3.79940, 7.78954, -3.42360], [-4.08676, 7.45304, -1.69978], [0.76976, -6.28012, 0.50561], [0.44984, -5.98764, -0.93178], [0.34878, -4.84342, -1.33616], [0.27920, -7.16549, -1.85282], [0.86005, -5.35138, 1.06457], [-0.01173, -6.90219, 0.94742], [1.71415, -6.82108, 0.57824], [-0.53286, -7.80179, -1.49642], [1.19039, -7.76556, -1.85973], [0.06035, -6.82390, -2.86157], [-4.11604, 4.22715, -7.73823], [-2.95700, 5.17059, -7.95781], [-2.59142, 5.93193, -7.09186], [-2.27810, 5.11012, -9.30248], [-4.51947, 4.37668, -6.73940], [-4.90004, 4.40780, -8.47502], [-3.78458, 3.19292, -7.84691], [-2.99556, 5.33326, -10.09385], [-1.88783, 4.10639, -9.48026], [-1.46403, 5.82938, -9.33656], [6.11122, -7.00199, 1.43106], [4.88196, -6.15511, 1.22980], [3.84028, -6.39661, 1.79893], [5.00956, -4.98177, 0.28722], [5.89548, -7.80194, 2.13324], [6.43264, -7.42787, 0.47894], [6.92564, -6.39128, 1.82357], [5.29874, -5.32963, -0.70644], [5.78685, -4.30225, 0.64064], [4.06253, -4.44892, 0.22802], [-5.73708, 3.99107, 3.78017], [-5.18019, 2.71842, 3.19714], [-3.99218, 2.47958, 3.19519], [-6.17548, 1.74704, 2.61162], [-4.93512, 4.61302, 4.16948], [-6.28399, 4.54262, 3.01338], [-6.43868, 3.75677, 4.58280], [-6.73652, 2.22743, 1.80780], [-6.89069, 1.43862, 3.37590], [-5.65566, 0.87271, 2.22572], [5.56272, 3.35270, 1.25351], [4.89251, 2.43770, 2.24794], [4.36800, 1.40152, 1.90423], [4.90595, 2.87664, 3.68986], [5.48952, 2.93080, 0.25356], [5.08966, 4.33624, 1.27243], [6.61361, 3.48460, 1.51604], [4.41166, 3.84463, 3.79023], [5.93450, 2.99162, 4.03567], [4.39596, 2.14002, 4.30582], [6.04115, -11.95177, 4.47567], [6.03208, -10.44495, 4.39105], [7.01329, -9.78587, 4.64093], [4.73540, -9.79422, 3.96976], [7.02470, -12.29656, 4.78390], [5.29334, -12.29083, 5.19467], [5.79024, -12.38277, 3.50476], [3.93637, -10.05208, 4.66670], [4.44830, -10.14011, 2.97483], [4.85990, -8.71434, 3.95574], [-2.60502, -3.24768, 1.69211], [-2.68279, -2.70045, 0.29527], [-2.99342, -1.53524, 0.09982], [-2.35924, -3.66249, -0.81658], [-2.85354, -2.47033, 2.41023], [-3.29432, -4.08659, 1.80374], [-1.59552, -3.61442, 1.88924], [-3.04194, -4.51391, -0.77492], [-1.33578, -4.04660, -0.71199], [-2.46397, -3.17313, -1.77980], [-2.07364, 4.27863, 8.13504], [-2.36018, 4.91354, 6.79545], [-2.66273, 6.07894, 6.69489], [-2.26039, 4.01803, 5.58411], [-2.18116, 5.01903, 8.92346], [-2.76405, 3.45216, 8.31311], [-1.05978, 3.87456, 8.14881], [-2.96325, 3.18773, 5.66653], [-1.25477, 3.59956, 5.50489], [-2.48465, 4.58681, 4.68566]],
  "lowdin_charge": [-0.09, -0.26, -0.19, -0.19, -0.20, -0.18, -0.18, -0.16, -0.10, -0.02, -0.09, -0.15, -0.18, -0.18, -0.17, -0.22, -0.18, -0.10, -0.08, 0.06, -0.71, 0.17, 0.20, 0.20, 0.04, 0.07, 0.08, 0.09, 0.11, 0.09, 0.11, 0.08, 0.08, 0.10, 0.12, 0.11, 0.10, 0.10, 0.08, 0.10, 0.14, 0.12, 0.13, 0.14, 0.10, 0.14, 0.11, 0.10, 0.09, 0.12, 0.07, 0.12, 0.10, 0.08, 0.12, 0.12, 0.08, 0.06, 0.10, 0.13, 0.15, -0.02, -0.50, 0.05, -0.02, 0.08, 0.08, 0.07, 0.09, 0.09, 0.08, -0.01, -0.49, 0.01, -0.01, 0.08, 0.09, 0.07, 0.09, 0.09, 0.08, -0.02, -0.49, 0.06, -0.02, 0.07, 0.09, 0.08, 0.09, 0.09, 0.08, -0.01, -0.49, 0.06, -0.02, 0.06, 0.09, 0.09, 0.09, 0.09, 0.07, -0.01, -0.49, 0.05, -0.02, 0.07, 0.09, 0.09, 0.09, 0.09, 0.08, -0.01, -0.48, 0.05, -0.01, 0.06, 0.09, 0.09, 0.09, 0.09, 0.08, -0.02, -0.51, 0.07, -0.03, 0.08, 0.09, 0.08, 0.09, 0.09, 0.07, 0.00, -0.46, 0.04, 0.00, 0.09, 0.09, 0.09, 0.10, 0.05, 0.07, -0.02, -0.50, 0.07, -0.03, 0.08, 0.08, 0.08, 0.08, 0.08, 0.07],
  "energy_ev": -80301.094,
  "lumo_ev": -1.63,
  "gap_ev": 9.2,
  "charge": 1
}

no.,HOMO level (eV)
1,-5.1
2,-10.8